Entry 1:
Computed, not measured: a structure of composition C24H42Cl3MgN4O3Si, with ωB97M-V with the def2-TZVPD basis set.

Calculated values
LUMO level (spin up / spin down)	2.0 / 2.0	eV
net charge	-1
HOMO-LUMO gap (spin up / spin down)	0.11586 / 0.11584	hartree

Last column: Mulliken charge in e.
Atoms and positions in Å:
1 C -4.9580 1.0330 -1.2387  -1.421
2 C -3.8983 -0.0035 -1.5814  1.555
3 H -5.8781 0.8653 -1.8089  0.518
4 H -4.6243 2.0495 -1.4582  0.172
5 H -5.2424 0.9783 -0.1834  0.266
6 C -4.1739 -0.9886 -2.5255  -0.602
7 C -5.5005 -1.1533 -3.1579  -1.642
8 H -3.4171 -1.7266 -2.7518  0.286
9 H -5.7426 -0.3081 -3.8130  0.306
10 H -6.3244 -1.2353 -2.4225  0.288
11 H -5.5208 -2.0591 -3.7789  0.359
12 Mg 1.9082 1.1606 0.8658  1.455
13 Cl 0.9421 1.2225 3.2043  -0.673
14 Cl 1.7329 3.5871 0.2339  -0.626
15 C 1.5083 -1.6042 1.7313  0.364
16 O 2.1713 -0.8393 1.0000  -0.619
17 N 1.5854 -2.9373 1.6511  0.425
18 C 2.4253 -3.5752 0.6456  -0.882
19 C 0.8607 -3.7956 2.5795  -0.891
20 H 0.8287 -1.1987 2.5048  0.108
21 H 2.9905 -2.8121 0.1074  0.199
22 H 1.8086 -4.1561 -0.0481  0.214
23 H 3.1029 -4.2741 1.1441  0.341
24 H 0.4077 -3.1617 3.3576  0.268
25 H 1.5516 -4.5202 3.0335  0.321
26 H 0.0694 -4.3575 2.0623  0.255
27 H -0.0605 1.9358 -2.8684  0.125
28 H -0.2356 -0.5183 -3.9623  0.392
29 C 0.9853 1.8129 -3.1931  -0.840
30 C 0.8613 -0.5244 -3.9802  -0.962
31 N 1.4060 0.4316 -3.0258  0.347
32 H 1.6346 2.4612 -2.6015  0.351
33 C 2.2028 0.0626 -1.9999  0.234
34 O 2.6201 0.8379 -1.1197  -0.727
35 H 1.2292 -1.5265 -3.7430  0.212
36 H 2.4394 -1.0225 -2.0039  0.142
37 H 1.0289 2.0768 -4.2561  0.319
38 H 1.1639 -0.2647 -5.0015  0.365
39 O -2.4763 0.5639 -1.4659  -0.317
40 C -2.8324 -0.3621 -0.4946  -1.583
41 C -1.2577 -2.1112 -1.4569  0.288
42 C -2.2146 -1.7208 -0.5076  0.403
43 H -0.8983 -1.3688 -2.1751  0.354
44 C -0.7414 -3.4004 -1.4551  -0.635
45 H -2.9437 0.1462 0.4660  0.564
46 C -2.6708 -2.6837 0.4214  -0.495
47 H 0.0072 -3.6850 -2.1908  0.359
48 C -1.1890 -4.3406 -0.5198  -0.580
49 C -2.1550 -3.9779 0.4190  -0.654
50 H -3.4115 -2.3806 1.1627  0.377
51 H -0.7924 -5.3595 -0.5216  0.382
52 H -2.5065 -4.6972 1.1516  0.414
53 Si -0.7325 3.3141 0.0008  1.385
54 Cl -0.1943 1.0315 0.0298  -0.395
55 C -0.3994 4.4817 -1.4769  -1.306
56 C -0.6717 4.0180 1.7593  -1.055
57 C -2.6165 3.2777 -0.1705  -1.445
58 H 0.3290 4.0949 -2.2026  0.299
59 H -0.0144 5.4359 -1.0795  0.376
60 H -1.3276 4.7064 -2.0212  0.334
61 H -2.8936 3.1590 -1.2241  0.144
62 H -2.9988 4.2503 0.1691  0.547
63 H -3.0934 2.4981 0.4344  0.318
64 H -0.3255 3.2718 2.4873  0.135
65 H -1.6755 4.3466 2.0537  0.343
66 H -0.0082 4.8875 1.8375  0.352
67 C 5.8389 -0.2534 4.5637  -0.892
68 N 5.0572 0.6979 3.7879  0.128
69 C 4.5557 1.9116 4.2287  -0.218
70 C 3.8325 2.4327 3.1869  -0.671
71 N 3.8299 1.5148 2.1485  -0.392
72 C 4.6388 0.5227 2.4920  -0.392
73 H 6.9161 -0.1246 4.3906  0.295
74 H 5.6348 -0.1031 5.6310  0.313
75 H 5.5627 -1.2740 4.2712  0.324
76 H 4.7180 2.3035 5.2210  0.416
77 H 3.2693 3.3531 3.1496  0.389
78 H 4.9623 -0.3296 1.9011  0.486

---

Entry 2:
Computed, not measured: the molecule C22H29NO3S, with ωB97M-V with the def2-TZVPD basis set.

Calculated values
LUMO level	0.6	eV
net charge	0
HOMO-LUMO gap	0.30584	hartree
SMILES string	CCOC(=O)C1(CCOc2ccccc2)CCN(Cc2ccc(C)s2)CC1

Last column: Mulliken charge in e.
Atoms and positions in Å:
1 C 3.6094 0.6900 -2.1201  -1.117
2 C 2.0248 0.5810 -2.5338  -0.491
3 H 1.5942 1.4233 -2.9567  0.461
4 H 1.9286 -0.3235 -3.2802  0.308
5 O 1.2968 0.3139 -1.5990  -0.226
6 C 0.3573 -0.4646 -1.5299  0.003
7 O 0.0773 -0.8948 -2.5347  -0.532
8 C -0.4580 -0.8174 -0.1869  1.847
9 C -1.9065 -1.1603 -0.3452  -1.743
10 C -2.6644 0.2018 -0.7884  -0.946
11 N -2.4971 1.0905 0.3053  0.148
12 C -1.1255 1.4724 0.2106  -0.192
13 C -0.2921 0.5749 0.5894  -1.034
14 H 0.7683 0.7665 0.9652  0.290
15 H -0.7134 0.1887 1.6799  0.308
16 H -0.8636 2.5179 0.9390  0.196
17 H -0.6438 2.0883 -0.8294  -0.004
18 C -3.2558 2.4067 -0.1317  -0.338
19 C -3.5138 3.3273 1.0669  0.297
20 C -3.0965 4.6805 1.0732  -0.754
21 C -3.3053 5.2210 2.1819  -0.503
22 C -3.3685 4.3040 3.3755  0.548
23 S -3.6469 2.7222 2.7261  -0.097
24 C -3.5334 4.6288 4.8291  -1.757
25 H -3.7778 5.5075 4.8847  0.549
26 H -3.0050 4.1230 5.3107  0.554
27 H -4.6136 4.4484 4.9144  0.386
28 H -3.2536 6.2537 2.5351  0.344
29 H -2.8484 5.2506 0.0933  0.243
30 H -3.0158 2.9720 -1.0305  0.351
31 H -4.4416 1.8941 -0.2300  0.264
32 H -3.7695 -0.1554 -0.9201  0.423
33 H -2.3310 0.4298 -1.7264  0.489
34 H -1.9543 -1.8162 -1.1305  0.731
35 H -2.2198 -1.3802 0.6181  0.543
36 C 0.3333 -2.0013 0.6907  -2.048
37 C 0.0619 -3.3109 -0.2978  -1.256
38 O 1.3707 -4.1150 0.3518  -0.550
39 C 2.4488 -4.1459 -0.3311  0.650
40 C 2.9202 -3.3831 -1.2811  0.659
41 C 4.2050 -3.1302 -1.8069  -0.536
42 C 5.2848 -4.2149 -1.1823  -0.600
43 C 4.7733 -5.0416 -0.3550  -1.158
44 C 3.4800 -4.9272 0.0697  0.035
45 H 3.0700 -5.7859 0.9310  0.020
46 H 5.3058 -5.5504 0.1090  0.691
47 H 6.0751 -4.0347 -1.7452  0.499
48 H 4.3901 -2.4345 -2.7250  0.377
49 H 1.9976 -2.6488 -1.8315  -0.429
50 H -0.6426 -3.8385 0.1457  0.486
51 H 0.1085 -3.1649 -1.2782  0.873
52 H 0.0310 -2.0560 1.5587  1.052
53 H 1.2559 -1.6162 0.5421  0.753
54 H 3.7566 1.5990 -1.4892  0.338
55 H 4.2056 0.9639 -3.0208  0.383
56 H 4.0266 -0.2294 -1.4796  0.214

---

Relative energy (zero: lowest compared OMol25 entry of this formula, charge and spin) values (in eV) by entry order: 3.9724, 20.8907.
Calculated total energy values (in eV) by entry order: -88567.221, -41732.248.